[1]
ORCA calculation (the ωB97M-V functional and the def2-TZVPD basis) on an isolated ion of composition C37H32F2O2P and charge +1.

Cartesian coordinates (Å):
F: 3.01 -5.24 1.62
C: 2.38 -4.30 2.39
C: 2.87 -4.10 3.68
C: 2.20 -3.18 4.49
C: 1.10 -2.49 4.00
C: 0.64 -2.67 2.67
C: -0.57 -1.96 2.24
C: -1.03 -1.63 1.01
C: -0.30 -1.39 -0.28
C: -0.64 -2.51 -1.30
C: -1.89 -3.13 -1.25
C: -2.23 -4.01 -2.29
F: -3.48 -4.59 -2.26
C: -1.36 -4.36 -3.31
C: -0.07 -3.81 -3.27
C: 0.29 -2.95 -2.23
C: 1.30 -3.61 1.86
H: 3.71 -4.67 4.05
H: 2.55 -2.99 5.50
H: 0.56 -1.79 4.65
H: -1.23 -1.64 3.07
H: -2.12 -1.46 0.90
H: 0.78 -1.47 -0.10
H: -2.58 -2.97 -0.43
H: -1.67 -5.04 -4.10
H: 0.66 -4.06 -4.04
H: 1.33 -2.62 -2.14
H: 0.95 -3.83 0.84
C: 0.15 -1.04 -5.46
C: 0.73 -0.20 -4.37
O: -0.14 -0.47 -3.22
C: 0.28 0.17 -2.12
C: -0.60 -0.02 -0.89
P: -0.32 1.63 0.02
C: 1.28 1.61 0.89
C: 2.21 2.67 0.87
C: 3.40 2.57 1.59
C: 3.73 1.40 2.29
C: 2.83 0.34 2.29
C: 1.62 0.46 1.63
C: -0.39 3.31 -0.70
C: -0.42 4.39 0.21
C: -0.43 5.71 -0.24
C: -0.42 5.98 -1.61
C: -0.41 4.92 -2.52
C: -0.38 3.60 -2.08
C: -1.70 1.70 1.19
C: -1.54 1.50 2.57
C: -2.64 1.66 3.41
C: -3.88 2.03 2.91
C: -4.04 2.23 1.53
C: -2.96 2.06 0.67
O: 1.32 0.81 -2.13
H: 0.68 -0.85 -6.40
H: 0.22 -2.10 -5.21
H: -0.91 -0.80 -5.62
H: 1.78 -0.45 -4.14
H: 0.66 0.87 -4.57
H: -1.68 -0.01 -1.14
H: 1.99 3.57 0.30
H: 4.10 3.41 1.59
H: 4.68 1.32 2.82
H: 3.06 -0.59 2.80
H: 0.90 -0.35 1.70
H: -0.41 4.20 1.28
H: -0.45 6.52 0.48
H: -0.43 7.02 -1.96
H: -0.41 5.14 -3.59
H: -0.35 2.79 -2.81
H: -0.55 1.26 2.98
H: -2.50 1.51 4.48
H: -4.72 2.18 3.58
H: -5.00 2.54 1.13
H: -3.07 2.27 -0.40

Computed properties:
Energy relative to the best compared isomer or geometry (same formula, charge and spin) in kcal per mole: 0.0
Calculated total energy in Ha: -2120.46199
E_LUMO in eV: -2.53
HOMO energy in eV: -11.1
Gap between HOMO and LUMO in Eh: 0.315
Total charge: +1

[2]
ORCA calculation (the ωB97M-V functional and the def2-TZVPD basis) on C37H32FeNO3P2 as an isolated structure.

Cartesian coordinates (Å):
Fe: 0.54 -0.01 0.27
P: 0.24 2.25 0.02
C: -1.15 0.11 0.87
O: -2.22 0.10 1.35
P: 0.02 -2.25 -0.01
C: 0.11 3.16 1.61
C: -1.31 2.78 -0.81
C: 1.53 3.10 -0.95
C: 1.48 -3.31 -0.29
C: -0.65 -3.02 1.52
C: -1.20 -2.75 -1.29
C: 1.18 3.93 2.10
C: 1.03 4.65 3.29
C: -0.17 4.61 4.01
C: -1.23 3.82 3.53
C: -1.08 3.09 2.35
H: 2.11 4.00 1.54
H: 1.86 5.26 3.66
H: -0.29 5.18 4.93
H: -2.17 3.77 4.08
H: -1.92 2.50 1.98
C: 2.87 2.99 -0.56
C: 3.89 3.59 -1.30
C: 3.57 4.28 -2.48
C: 2.24 4.38 -2.90
C: 1.22 3.80 -2.14
H: 3.14 2.40 0.33
H: 4.92 3.51 -0.96
H: 4.37 4.73 -3.07
H: 2.00 4.90 -3.82
H: 0.18 3.88 -2.47
C: -1.84 4.07 -0.57
C: -3.01 4.47 -1.20
C: -3.66 3.61 -2.09
C: -3.12 2.35 -2.37
C: -1.94 1.95 -1.74
H: -1.32 4.75 0.12
H: -3.41 5.46 -0.99
H: -4.59 3.93 -2.58
H: -3.60 1.68 -3.08
H: -1.53 0.97 -2.00
C: -1.87 -3.70 1.58
C: -2.29 -4.27 2.79
C: -1.51 -4.14 3.94
C: -0.29 -3.45 3.89
C: 0.15 -2.92 2.67
H: -2.49 -3.81 0.69
H: -3.23 -4.82 2.83
H: -1.84 -4.57 4.89
H: 0.33 -3.34 4.78
H: 1.12 -2.42 2.62
C: 2.44 -2.90 -1.24
C: 3.63 -3.62 -1.38
C: 3.87 -4.76 -0.60
C: 2.90 -5.20 0.31
C: 1.70 -4.51 0.42
H: 2.26 -2.02 -1.85
H: 4.38 -3.29 -2.11
H: 4.81 -5.31 -0.70
H: 3.08 -6.08 0.92
H: 0.92 -4.90 1.08
C: -0.96 -3.86 -2.12
C: -1.91 -4.25 -3.07
C: -3.08 -3.50 -3.23
C: -3.31 -2.37 -2.44
C: -2.38 -2.00 -1.46
H: -0.04 -4.43 -2.01
H: -1.73 -5.13 -3.68
H: -3.82 -3.80 -3.98
H: -4.22 -1.78 -2.56
H: -2.58 -1.13 -0.83
H: 0.50 0.08 -1.41
H: -0.32 -0.11 -1.10
O: 2.49 -0.66 2.36
N: 2.57 -0.07 1.26
O: 3.66 0.39 0.83

Computed properties:
Spin multiplicity: 6
Energy relative to the best compared isomer or geometry (same formula, charge and spin) in kcal per mole: 2.5
Calculated total energy in Ha: -3655.22214
E_LUMO (spin up / spin down) in eV: -7.38 / -10.33
HOMO energy (spin up / spin down) in eV: -13.8 / -14.4
Gap between HOMO and LUMO (spin up / spin down) in Eh: 0.234 / 0.148
Total charge: +2

[3]
ORCA calculation (the ωB97M-V functional and the def2-TZVPD basis) on C37H32N10O2PZr as an isolated structure.

Cartesian coordinates (Å):
Zr: -0.18 0.85 -0.69
C: 2.14 1.87 1.57
N: 0.74 1.60 1.22
C: -0.16 2.03 2.05
C: -1.54 1.84 1.79
C: -2.65 2.23 2.53
C: -3.77 1.82 1.79
C: -3.28 1.21 0.65
N: -1.93 1.19 0.62
C: 2.51 3.33 1.52
C: 1.90 4.22 0.64
C: 2.31 5.55 0.59
C: 3.33 6.00 1.42
C: 3.93 5.11 2.30
C: 3.52 3.79 2.35
H: 2.76 1.31 0.87
H: 2.34 1.48 2.57
H: 0.13 2.56 2.96
H: -2.63 2.75 3.47
H: -4.81 1.96 2.05
H: -3.86 0.76 -0.14
H: 1.11 3.89 -0.02
H: 1.84 6.23 -0.10
H: 3.64 7.03 1.39
H: 4.72 5.46 2.96
H: 4.00 3.10 3.05
N: -2.61 -1.17 -1.77
N: -3.27 -0.45 -2.76
C: -3.03 0.85 -2.93
N: -3.72 1.55 -3.82
N: -2.00 1.33 -2.20
N: -1.75 2.65 -2.14
O: -0.74 2.85 -1.40
O: -2.35 3.53 -2.68
H: -1.95 -1.82 -2.19
H: -3.27 -1.66 -1.17
H: -3.93 -0.91 -3.39
H: -4.47 1.12 -4.33
H: -3.55 2.54 -3.91
C: 2.64 -2.53 4.46
C: 3.14 -1.69 3.46
C: 2.35 -1.39 2.37
C: 1.06 -1.92 2.25
C: 0.57 -2.76 3.25
C: 1.37 -3.06 4.35
P: 0.14 -1.55 0.74
C: -1.51 -2.28 1.00
C: -2.39 -1.66 1.90
C: -3.66 -2.19 2.11
C: -4.07 -3.32 1.43
C: -3.20 -3.95 0.54
C: -1.92 -3.43 0.33
C: 0.86 -2.62 -0.52
C: 1.46 -3.81 -0.24
C: 1.96 -4.63 -1.28
C: 1.84 -4.22 -2.58
C: 1.24 -2.97 -2.90
C: 1.17 -2.51 -4.24
C: 0.63 -1.29 -4.52
C: 0.13 -0.49 -3.47
C: 0.17 -0.86 -2.14
C: 0.74 -2.15 -1.86
H: 3.26 -2.76 5.32
H: 4.14 -1.28 3.54
H: 2.74 -0.75 1.58
H: -0.42 -3.18 3.17
H: 0.99 -3.71 5.12
H: -2.09 -0.77 2.43
H: -4.33 -1.70 2.81
H: -5.06 -3.73 1.59
H: -3.50 -4.85 0.02
H: -1.25 -3.93 -0.35
H: 1.56 -4.15 0.79
H: 2.42 -5.57 -1.05
H: 2.22 -4.83 -3.38
H: 1.58 -3.13 -5.03
H: 0.60 -0.93 -5.54
H: -0.25 0.49 -3.76
N: 1.71 1.40 -1.47
C: 2.18 2.13 -2.29
N: 2.62 3.00 -3.04
C: 3.12 2.96 -4.27
N: 3.55 2.99 -5.34

Computed properties:
Energy relative to the best compared isomer or geometry (same formula, charge and spin) in kcal per mole: 0.0
Calculated total energy in Ha: -2515.40026
E_LUMO in eV: -3.90
HOMO energy in eV: -10.7
Gap between HOMO and LUMO in Eh: 0.249
Total charge: +1